[1]
Formula: C4H6O
Source: the OMol25 dataset
Level of theory: ωB97M-V/def2-TZVPD

Geometry as XYZ:
```
11
Properties=species:S:1:pos:R:3:forces:R:3
C 0.934 0.736 0.049 -0.024 1.492 0.138
C 1.301 -0.520 0.022 1.792 -1.093 -0.177
O 0.310 -1.426 -0.086 -0.209 -0.793 0.048
C -0.918 -0.724 0.047 -0.197 0.634 1.404
C -0.550 0.784 -0.051 -1.534 0.105 -0.760
H 1.519 1.653 -0.012 0.170 -0.586 0.243
H 2.285 -1.013 0.020 -0.448 0.632 0.009
H -1.580 -1.046 -0.719 -0.577 -0.328 -0.618
H -1.364 -0.990 1.048 0.401 0.331 -0.879
H -1.094 1.337 0.744 0.529 -0.050 -0.536
H -0.844 1.210 -1.061 0.096 -0.344 1.128
```
Positions in Å, forces in eV/Å.

- HOMO energy: -8.418 eV
- 2S+1: 1
- Structure (SMILES): C1=COCC1
- DFT total energy: -6291.5356 eV
- Relative energy (zero: lowest compared OMol25 entry of this formula, charge and spin): 36.89 kJ/mol
- Orbital gap: 9.51 eV
- Molecular weight: 70.1 g/mol

[2]
Formula: C4H6O
Source: the OMol25 dataset
Level of theory: ωB97M-V/def2-TZVPD

Geometry as XYZ:
```
11
Properties=species:S:1:pos:R:3:forces:R:3
C 0.217 1.229 -1.527 0.158 0.151 -0.130
O -0.521 0.322 -0.712 -0.072 -0.275 0.091
C -0.043 0.085 0.512 0.253 -0.141 0.112
C -0.431 -1.023 1.260 -0.585 0.146 0.178
C -1.190 -1.856 1.881 0.305 0.097 -0.096
H 0.371 2.187 -1.017 -0.036 -0.160 -0.014
H -0.375 1.395 -2.430 0.079 -0.068 0.205
H 1.186 0.797 -1.802 -0.114 0.028 0.049
H 0.751 -1.163 0.932 0.200 0.283 -0.360
H 0.683 0.809 0.890 -0.133 -0.184 0.055
H -0.876 -2.876 2.097 -0.055 0.123 -0.091
```
Positions in Å, forces in eV/Å.

- HOMO energy: -7.573 eV
- 2S+1: 1
- DFT total energy: -6286.9763 eV
- Relative energy (zero: lowest compared OMol25 entry of this formula, charge and spin): 476.79 kJ/mol
- Orbital gap: 8.09 eV
- Molecular weight: 70.1 g/mol

[3]
Formula: C4H6O
Source: the OMol25 dataset
Level of theory: ωB97M-V/def2-TZVPD

Geometry as XYZ:
```
11
Properties=species:S:1:pos:R:3:forces:R:3
C -1.364 -0.496 -0.220 -0.186 -0.032 -0.144
C -0.062 -0.369 0.653 0.223 0.049 0.342
C 1.153 -0.292 -0.131 0.081 -0.189 0.005
O 0.586 0.064 -1.286 0.113 0.007 -0.043
C -0.466 0.627 -0.447 -0.389 0.020 -0.050
H -2.224 -0.311 0.420 0.156 -0.007 -0.078
H -1.494 -1.289 -0.957 0.052 0.120 0.106
H -0.147 -0.199 1.719 0.018 -0.035 -0.184
H 2.157 -0.707 -0.086 -0.141 0.084 0.021
H 1.386 1.332 0.287 -0.084 0.050 -0.033
H 0.476 1.639 0.047 0.157 -0.069 0.058
```
Positions in Å, forces in eV/Å.

- HOMO energy: -9.280 eV
- 2S+1: 1
- DFT total energy: -6285.7757 eV
- Relative energy (zero: lowest compared OMol25 entry of this formula, charge and spin): 592.63 kJ/mol
- Orbital gap: 10.01 eV
- Molecular weight: 70.1 g/mol

[4]
Formula: C4H6O
Source: the OMol25 dataset
Level of theory: ωB97M-V/def2-TZVPD

Geometry as XYZ:
```
11
Properties=species:S:1:pos:R:3:forces:R:3
C -0.648 2.062 0.551 0.928 -0.369 -0.423
C 0.277 1.154 0.916 -1.221 -0.272 0.985
C 0.512 -0.175 0.366 0.456 -0.168 -0.119
C -0.149 -0.782 -0.618 0.562 0.471 -0.382
O 0.222 -2.039 -1.004 -0.379 -0.196 0.111
H -1.236 2.528 1.329 0.517 0.971 -0.172
H -0.797 2.273 -0.501 -0.880 -0.360 0.009
H 0.650 1.253 1.935 -0.329 -0.302 0.157
H 1.111 -0.841 0.977 0.440 0.156 -0.204
H -0.868 -0.272 -1.249 -0.228 -0.047 0.051
H -0.532 -2.501 -1.390 0.134 0.115 -0.013
```
Positions in Å, forces in eV/Å.

- HOMO energy: -8.047 eV
- 2S+1: 1
- Structure (SMILES): C=C/C=C/O
- DFT total energy: -6290.4554 eV
- Relative energy (zero: lowest compared OMol25 entry of this formula, charge and spin): 141.11 kJ/mol
- Orbital gap: 8.75 eV
- Molecular weight: 70.1 g/mol